{"formula": "C56H147N9O21", "method": "ωB97M-V/def2-TZVPD", "multiplicity": 1, "relative_energy_kcal_mol": 85.6, "total_energy_ha": -4294.08052, "molar_mass_g_mol": 1282.8, "homo_lumo_gap_ev": 8.411, "fmax_ev_per_a": 3.35, "charge": 0, "species": ["C", "O", "C", "C", "N", "C", "C", "O", "C", "H", "H", "H", "H", "H", "H", "H", "H", "H", "H", "H", "H", "H", "H", "H", "C", "O", "C", "C", "N", "C", "C", "O", "C", "H", "H", "H", "H", "H", "H", "H", "H", "H", "H", "H", "H", "H", "H", "H", "C", "O", "C", "C", "N", "C", "C", "O", "C", "H", "H", "H", "H", "H", "H", "H", "H", "H", "H", "H", "H", "H", "H", "H", "C", "O", "C", "C", "N", "C", "C", "O", "C", "H", "H", "H", "H", "H", "H", "H", "H", "H", "H", "H", "H", "H", "H", "H", "C", "O", "C", "C", "N", "C", "C", "O", "C", "H", "H", "H", "H", "H", "H", "H", "H", "H", "H", "H", "H", "H", "H", "H", "C", "O", "C", "C", "N", "C", "C", "O", "C", "H", "H", "H", "H", "H", "H", "H", "H", "H", "H", "H", "H", "H", "H", "H", "C", "O", "C", "C", "N", "C", "C", "O", "C", "H", "H", "H", "H", "H", "H", "H", "H", "H", "H", "H", "H", "H", "H", "H", "C", "O", "C", "C", "N", "C", "C", "O", "C", "H", "H", "H", "H", "H", "H", "H", "H", "H", "H", "H", "H", "H", "H", "H", "C", "O", "H", "H", "H", "H", "C", "O", "H", "H", "H", "H", "C", "O", "H", "H", "H", "H", "C", "O", "H", "H", "H", "H", "C", "C", "C", "O", "C", "N", "H", "H", "H", "H", "H", "H", "H", "H", "H", "H", "H"], "coordinates": [[16.01815, -19.34505, 23.81044], [17.37407, -19.29196, 24.24187], [17.53657, -19.79089, 25.55288], [18.88631, -19.54772, 26.10123], [19.99052, -20.25033, 25.52951], [20.11398, -21.66143, 25.87556], [21.17380, -22.36131, 25.01797], [21.33633, -23.71530, 25.50249], [22.42921, -24.41537, 24.98253], [15.34641, -18.78599, 24.46184], [15.62000, -20.34317, 23.62786], [16.08396, -18.77634, 22.88290], [17.29437, -20.85357, 25.56591], [16.78909, -19.21810, 26.10175], [18.74614, -19.64503, 27.17780], [19.12339, -18.51730, 25.83642], [19.92390, -20.18508, 24.52382], [19.16167, -22.17022, 25.72601], [20.33930, -21.70740, 26.94102], [22.10200, -21.79072, 25.04913], [21.01134, -22.29525, 23.94217], [23.36051, -23.85656, 24.89017], [22.18792, -24.74060, 23.97055], [22.72969, -25.23705, 25.63266], [5.29892, -12.26829, 17.44411], [5.52725, -12.92271, 18.67537], [4.52683, -13.88164, 19.10376], [4.39848, -15.17587, 18.24922], [5.72355, -15.80006, 18.06635], [5.61846, -17.03001, 17.28058], [7.01986, -17.62175, 17.03662], [7.87308, -16.82296, 16.14695], [9.10139, -17.41109, 15.68766], [4.29952, -11.84053, 17.36464], [5.46329, -12.84947, 16.53674], [5.92320, -11.37676, 17.38473], [3.56256, -13.39112, 19.23667], [4.89500, -14.16141, 20.09082], [3.84253, -14.88008, 17.35954], [3.77070, -15.82929, 18.85506], [6.36401, -15.16782, 17.60789], [5.10074, -16.94125, 16.32550], [5.03086, -17.72174, 17.88419], [6.93663, -18.63565, 16.64526], [7.53511, -17.67800, 17.99550], [9.63089, -16.62214, 15.15354], [8.85933, -18.29788, 15.10191], [9.80060, -17.71247, 16.46765], [3.02218, -25.59297, 15.62127], [3.51363, -24.75062, 14.62154], [3.55440, -25.45501, 13.35388], [4.07115, -24.57459, 12.20610], [5.37939, -23.92790, 12.57962], [6.44101, -24.96755, 12.56145], [7.87654, -24.31080, 12.50997], [8.07478, -23.82198, 13.84899], [9.32244, -23.10191, 13.98445], [3.25543, -25.04969, 16.53699], [3.57168, -26.53315, 15.66798], [1.96326, -25.82858, 15.51510], [2.57492, -25.84546, 13.07776], [4.14516, -26.35163, 13.54140], [3.36527, -23.79215, 11.92746], [4.16628, -25.21163, 11.32676], [5.37198, -23.60351, 13.53608], [6.37328, -25.62187, 11.69231], [6.20856, -25.54946, 13.45332], [7.88594, -23.45617, 11.83349], [8.63459, -25.03599, 12.21411], [10.16357, -23.61508, 13.51834], [9.61296, -23.22767, 15.02746], [9.18938, -22.05606, 13.70763], [15.98371, -25.73215, 20.61798], [16.62287, -26.27643, 19.52369], [17.60595, -25.39115, 18.92763], [16.97636, -24.32735, 18.04977], [16.23223, -24.91443, 16.98750], [15.75046, -24.08968, 15.94187], [14.62694, -23.18737, 16.41571], [15.04103, -22.14983, 17.23092], [14.00091, -21.51405, 17.88316], [15.18886, -25.13439, 20.17193], [16.65675, -25.17465, 21.26937], [15.59568, -26.59660, 21.15674], [18.26927, -26.04146, 18.35737], [18.27228, -24.96427, 19.67723], [17.75609, -23.65383, 17.69410], [16.31717, -23.73600, 18.68527], [15.47597, -25.47807, 17.34873], [15.37787, -24.76117, 15.16833], [16.54222, -23.47436, 15.51457], [13.85404, -23.74359, 16.94611], [14.00169, -22.86935, 15.58142], [14.39109, -20.82656, 18.63364], [13.41049, -22.18677, 18.50523], [13.40200, -20.93020, 17.18422], [10.50883, -25.93433, 15.79464], [10.74309, -25.78667, 17.24717], [11.00512, -24.50129, 17.67347], [11.59716, -24.38721, 19.12437], [10.74606, -25.02634, 20.08839], [11.38399, -25.17987, 21.44785], [11.90276, -26.59981, 21.70558], [10.82323, -27.56224, 21.60953], [11.14343, -28.94426, 21.82469], [11.28179, -25.52886, 15.14178], [9.55522, -25.44555, 15.59514], [10.26196, -26.97744, 15.59699], [9.99409, -24.09396, 17.67445], [11.59775, -23.91907, 16.96784], [11.71467, -23.35394, 19.45095], [12.54524, -24.91138, 19.00393], [10.58009, -25.91663, 19.64127], [10.60292, -25.02759, 22.19273], [12.16943, -24.44684, 21.63187], [12.41769, -26.71141, 22.65977], [12.65374, -26.81830, 20.94637], [11.74516, -29.07073, 22.72471], [11.84104, -29.20165, 21.02770], [10.25787, -29.57530, 21.74945], [14.50726, -24.29694, 25.38196], [15.78719, -24.84736, 25.35621], [16.66641, -24.20180, 24.42373], [18.08592, -24.71625, 24.58787], [18.12839, -26.13217, 24.20278], [19.54853, -26.61403, 24.06223], [20.20909, -26.86313, 25.48889], [19.37776, -27.81451, 26.10198], [19.71703, -28.04678, 27.48954], [14.54640, -23.22218, 25.55938], [13.93274, -24.78840, 26.16713], [13.96820, -24.37373, 24.43771], [16.76830, -23.12572, 24.56438], [16.29412, -24.50819, 23.44618], [18.38320, -24.47023, 25.60729], [18.73503, -24.16448, 23.90794], [17.73116, -26.65154, 24.97257], [20.21484, -26.01486, 23.44166], [19.41620, -27.54673, 23.51391], [20.34271, -25.95399, 26.07517], [21.17914, -27.28758, 25.23014], [19.39686, -27.18378, 28.07333], [20.78251, -28.23869, 27.61614], [19.17663, -28.89288, 27.91401], [7.62169, -18.25211, 24.21095], [8.24356, -17.60995, 23.08906], [7.96988, -18.28709, 21.84576], [8.67717, -17.72341, 20.64114], [10.12674, -17.72651, 20.83621], [10.93767, -17.32666, 19.68250], [12.37153, -17.48875, 20.13477], [12.62425, -16.75003, 21.38140], [13.95501, -16.88705, 21.96310], [8.14397, -19.18775, 24.41070], [6.61361, -18.59681, 23.98059], [7.58661, -17.66294, 25.12733], [6.88965, -18.21466, 21.71951], [8.21313, -19.33432, 22.02534], [8.28346, -16.73137, 20.41986], [8.47223, -18.43182, 19.83849], [10.32472, -18.71613, 20.87588], [10.79476, -16.26042, 19.50696], [10.75686, -17.86084, 18.74972], [13.01103, -17.10449, 19.34011], [12.69143, -18.51077, 20.33785], [14.65756, -16.46954, 21.24185], [14.16445, -17.92925, 22.20407], [14.01230, -16.27746, 22.86487], [14.97922, -21.97475, 21.34952], [13.57522, -21.97487, 21.14000], [12.75225, -21.20095, 22.03136], [11.21081, -21.28505, 21.71639], [10.85980, -20.84625, 20.37201], [9.62155, -21.40167, 19.86766], [9.50187, -21.05420, 18.35296], [10.62206, -21.54492, 17.67180], [10.68430, -20.96168, 16.35198], [15.37192, -20.99771, 21.06796], [15.30236, -22.72987, 20.63295], [15.21942, -22.15571, 22.39721], [13.04030, -20.14998, 22.05573], [12.97763, -21.60549, 23.01809], [10.70743, -20.62379, 22.42169], [10.87087, -22.29819, 21.93106], [11.59983, -21.23382, 19.80434], [8.76599, -21.02352, 20.42723], [9.56421, -22.49016, 19.86864], [9.36073, -19.97962, 18.23694], [8.59653, -21.54072, 17.98998], [10.82668, -19.88131, 16.37711], [9.85486, -21.32013, 15.74234], [11.49022, -21.40644, 15.76823], [12.83163, -21.67015, 13.51700], [12.06143, -20.42902, 13.52792], [12.45745, -22.42106, 14.21286], [12.94277, -22.05863, 12.50467], [13.83576, -21.43167, 13.86764], [12.40576, -19.88321, 12.81720], [7.62808, -23.97970, 21.34490], [6.40297, -23.70458, 21.93630], [7.59682, -25.06158, 21.21582], [7.61006, -23.56757, 20.33598], [8.55320, -23.76109, 21.87825], [5.79970, -24.43388, 21.77576], [5.57730, -21.96410, 18.85386], [6.25384, -21.29100, 19.87136], [4.93819, -21.34492, 18.22438], [6.28474, -22.38110, 18.13711], [4.95840, -22.63262, 19.45231], [6.49577, -21.90947, 20.56458], [8.51731, -21.99636, 24.53455], [7.87737, -21.58526, 23.37117], [9.54969, -21.64784, 24.56324], [8.11904, -21.62513, 25.47883], [8.63735, -23.07969, 24.52494], [7.20103, -22.24424, 23.19826], [18.63532, -21.81423, 21.53111], [19.44056, -20.60452, 21.04064], [18.60405, -19.84282, 19.99724], [18.36235, -20.66976, 18.89979], [17.59909, -20.05240, 17.88443], [19.77078, -19.82782, 22.26681], [17.75696, -21.54095, 22.11583], [19.28643, -22.36603, 22.20911], [18.33395, -22.34559, 20.62838], [20.38302, -20.82237, 20.53825], [19.10721, -18.91761, 19.71630], [17.69339, -19.49692, 20.48626], [17.23940, -20.80753, 17.18550], [18.19779, -19.31372, 17.35150], [16.66223, -19.58579, 18.18883], [20.15373, -18.90757, 22.10371], [18.92724, -19.56982, 22.75873]], "forces_ev_per_a": [[0.91, 0.98, -0.69], [-0.01, -0.44, -0.44], [-1.45, -0.11, -0.50], [0.18, 1.27, -0.26], [0.86, -1.10, -0.17], [-0.33, 0.04, -0.39], [0.60, -0.10, 0.62], [-0.19, 1.20, 0.25], [0.50, 0.09, -0.58], [0.00, -0.07, 0.37], [0.20, -0.19, 0.15], [-0.48, -0.28, -0.24], [-0.26, -0.29, 0.12], [-0.04, -0.30, 0.84], [0.75, -0.10, 0.18], [-0.25, 0.47, 0.60], [0.16, 0.20, -0.33], [-0.22, -0.42, 0.05], [0.29, -0.32, -0.01], [0.45, -0.08, 0.76], [-0.91, -0.48, -0.25], [-0.05, 0.73, 0.09], [0.09, -0.47, -0.12], [-0.64, -0.21, -0.02], [-0.41, 0.64, 0.05], [-0.50, -0.57, -0.41], [1.15, -0.14, -0.04], [0.95, 1.46, 0.97], [-1.19, -0.05, -0.45], [1.23, 0.17, 0.03], [0.90, 0.19, -0.17], [-0.71, -0.08, 0.50], [-0.99, 0.21, 0.62], [-0.49, -0.25, 0.18], [0.16, -0.46, 0.11], [0.44, -0.25, 0.21], [-0.20, 0.07, -0.24], [-0.06, -0.05, 0.01], [0.10, -0.42, -0.60], [-0.07, -0.24, -0.16], [0.01, 0.27, -0.02], [-0.14, 0.33, -0.29], [0.17, -0.36, -0.02], [-0.08, -0.15, -0.22], [-0.01, -0.08, 0.15], [-0.29, -0.21, -0.41], [0.26, 0.03, -0.40], [-0.24, -0.08, 0.58], [0.55, 0.31, 0.65], [-0.10, -0.25, -1.87], [-0.35, 0.34, 0.38], [0.88, 0.57, 1.70], [-0.02, -1.09, -1.82], [0.59, 1.23, -0.30], [-1.99, -0.25, 1.63], [1.41, 0.08, -0.62], [-0.84, -1.10, 0.84], [-0.50, -0.20, 0.24], [0.15, -0.26, -0.12], [-0.18, 0.18, 0.03], [-0.46, 0.15, 0.14], [0.47, -0.07, -0.34], [-0.14, 0.00, 0.32], [0.37, 0.06, -0.02], [-0.53, 0.19, 0.06], [-0.36, 0.12, -0.15], [1.20, -0.54, 0.12], [-0.17, -0.09, -0.31], [0.18, -0.12, 0.14], [-0.12, 0.15, -0.90], [-0.36, 0.54, 0.25], [0.32, -0.06, -0.16], [-0.67, -0.26, -0.13], [2.21, -0.02, -1.37], [-0.08, -1.01, -0.14], [0.01, 0.09, 1.14], [0.78, -1.37, -0.28], [-0.65, 0.70, 0.23], [-1.42, -0.57, -0.70], [1.43, 0.20, -0.10], [-0.38, 0.80, 0.82], [-0.51, 0.54, 0.92], [-0.03, 0.22, 0.08], [-0.32, 0.29, 0.29], [-0.25, -0.09, -0.34], [-0.30, 0.31, 0.46], [0.01, 0.00, -0.23], [0.05, 0.48, 0.29], [0.09, -0.17, 0.13], [-0.16, 0.21, -0.26], [0.19, -0.04, -0.02], [0.17, -0.79, 0.56], [0.32, 0.75, -0.55], [0.41, 0.20, -0.22], [-0.38, -0.37, -0.40], [-0.39, -0.12, -0.01], [-1.20, 0.28, 1.98], [1.35, -2.56, -1.70], [-1.52, 1.77, 0.94], [-0.12, -0.34, -1.60], [0.30, -0.20, 0.72], [-1.23, -1.25, -0.50], [-0.12, -0.82, -0.62], [-0.41, 0.64, 0.40], [1.41, 1.34, -0.89], [0.29, -0.08, 0.30], [0.00, 0.49, -0.27], [0.70, -0.09, 0.18], [-0.05, 1.14, 0.22], [0.32, 0.00, -0.03], [0.37, 0.07, -0.59], [0.76, 0.17, 0.43], [-0.46, -0.66, 0.76], [-0.11, 0.28, 0.10], [0.08, 0.02, -0.31], [-0.12, 0.22, 0.35], [0.19, -0.26, -0.31], [-0.47, -0.15, 0.50], [-0.02, -0.52, -0.30], [0.02, 0.38, 0.29], [-0.22, 0.42, -0.03], [0.94, 0.31, 0.12], [0.15, -0.95, 0.13], [-0.95, -0.52, -0.42], [1.78, 0.96, -0.15], [-1.17, -0.38, 1.67], [-0.53, -0.37, -2.42], [0.12, -0.64, 1.43], [-0.38, 0.41, -0.61], [0.03, 0.28, 0.40], [0.07, 0.05, -0.05], [-0.03, -0.44, -0.38], [-0.79, 0.40, 0.03], [0.09, 0.57, -0.41], [0.34, -0.23, 0.26], [0.00, 0.15, -0.03], [-0.12, -0.38, -0.01], [-0.43, 0.58, 0.09], [0.50, -0.36, 0.36], [-0.19, 0.12, 0.01], [0.44, -0.15, 0.47], [0.29, 0.24, 0.12], [0.12, 0.13, -0.05], [-0.14, -0.14, -0.58], [0.29, -0.79, -1.03], [-0.15, 0.50, 0.36], [-0.45, 0.01, 1.64], [0.60, 0.07, 0.40], [-0.40, -0.25, -0.59], [0.00, 0.77, 1.85], [1.44, 0.64, 1.07], [0.27, -0.17, -0.24], [-1.55, 0.31, -1.43], [0.30, -0.08, 0.24], [-0.39, 0.31, -0.17], [0.31, 0.45, -0.44], [-0.23, -0.21, -0.44], [0.12, -0.34, -0.34], [0.15, 0.06, -0.19], [-0.70, 0.11, -0.46], [0.36, -0.46, 0.57], [-0.18, 0.10, -0.17], [-0.02, -0.32, -0.22], [0.37, 0.14, -0.10], [-0.39, -0.41, -0.22], [0.47, -0.27, 0.01], [0.12, -0.09, -0.09], [-0.34, -0.09, -0.03], [-1.23, 0.54, -0.47], [-1.43, 0.18, -0.25], [-0.12, -0.32, -0.22], [1.04, 0.03, 0.52], [0.92, -0.44, 0.22], [-0.08, 0.17, -1.52], [-0.77, -0.11, 1.60], [0.52, 0.82, -1.06], [0.27, -1.24, 0.10], [0.35, 0.15, -0.03], [0.60, -0.02, 0.45], [0.21, -0.44, 0.03], [0.23, 0.24, -0.30], [-0.48, 0.07, 0.46], [0.04, 0.00, 0.32], [-0.10, -0.34, -0.06], [0.17, 0.21, -0.60], [-0.02, 0.14, -0.12], [0.28, -0.38, 0.53], [0.25, 0.28, -0.17], [-0.26, -0.06, -0.20], [-0.28, -0.01, 0.01], [-0.65, 0.78, 0.34], [0.54, 0.10, 0.68], [0.57, 1.38, -0.20], [0.07, -1.35, 0.22], [-0.58, 0.27, -0.28], [-0.33, -0.24, 0.03], [0.19, -0.07, 0.04], [0.02, 0.02, -0.02], [0.31, -2.25, -1.73], [-1.16, 1.40, 1.55], [0.85, -0.19, -0.31], [0.65, 0.19, -0.04], [-0.49, 0.57, 0.30], [0.08, 0.14, 0.11], [-0.25, -0.52, 0.40], [0.81, 1.83, 0.16], [-0.06, 0.57, 0.54], [-0.04, -0.81, 0.10], [-0.36, -0.92, -1.18], [-0.22, -0.08, 0.03], [1.45, -0.47, 0.52], [-0.31, 0.41, -0.30], [0.14, 0.35, -0.41], [-0.66, -0.15, -0.04], [-0.30, -0.24, 0.43], [-0.39, 0.03, -0.25], [1.03, 0.11, -0.58], [-0.75, 1.02, 0.76], [0.36, 0.41, 0.90], [-0.53, -0.12, -0.17], [-0.13, -0.25, -0.63], [-0.18, 0.22, -0.40], [-0.08, 0.39, -0.14], [-0.12, -0.49, -0.23], [-0.07, -0.54, 0.36], [0.01, -0.65, 0.18], [0.39, 0.16, -0.32], [-0.61, -0.15, 0.03], [0.45, -0.22, 0.01], [0.07, 0.15, -0.06], [0.06, 0.24, 0.75], [0.61, 0.04, -0.59], [-0.63, -0.40, 0.18]]}